Record 1
{
  "formula": "C12H32NO9Pb",
  "method": "ωB97M-V/def2-TZVPD",
  "homo_lumo_gap_ev": 10.4190,
  "charge": 1,
  "total_energy_ev": -38122.5443,
  "lumo_ev": -1.95,
  "largest_force_ev_per_a": 3.7,
  "elements": ["C", "C", "H", "H", "H", "O", "H", "H", "C", "O", "C", "N", "C", "C", "Pb", "H", "C", "H", "H", "H", "H", "H", "C", "H", "H", "H", "H", "O", "C", "H", "H", "H", "H", "H", "H", "O", "H", "H", "H", "H", "C", "H", "C", "O", "H", "H", "O", "H", "C", "H", "O", "H", "H", "O", "O"],
  "coordinates": [[-3.80165, 0.60261, 2.44111], [0.96104, -3.53965, -1.56386], [2.88656, 0.19365, 3.69295], [-1.10776, -1.57869, -2.39364], [-3.93947, -0.75031, -1.96665], [1.97598, 2.28997, -1.09616], [-3.20679, 2.88409, 0.92587], [-4.83008, 0.92165, 2.25311], [3.25724, -0.08476, 2.65840], [4.26822, 0.68734, -1.90348], [0.85109, -3.87282, -0.14341], [-1.49326, 0.07445, 1.64408], [-3.00103, -0.80466, -2.52915], [4.04635, 1.06356, -0.56359], [-0.01248, 0.31829, -0.28292], [-1.66453, -0.93698, 1.68714], [-1.16289, 3.64504, -0.43573], [-3.81315, -0.51320, 2.59254], [4.94131, 1.15091, 0.05590], [0.03868, -3.83546, -2.11278], [-1.37935, -2.19742, -0.21315], [-3.07370, 1.13920, -2.62049], [-2.73497, 0.84494, 1.38941], [5.17405, 0.80131, -2.19069], [-2.37413, -2.81310, -2.18444], [-3.39214, -1.16008, -3.47203], [-1.89350, 2.67839, 2.12513], [-1.99601, -1.48981, -0.56247], [1.99777, -0.14659, 1.77564], [-3.54070, 1.01371, 3.39900], [4.01790, 0.58273, 2.42663], [3.01364, 2.54615, 0.65941], [3.44966, 0.23656, -0.20685], [-2.00569, 4.32892, -0.56542], [-0.66930, 3.48734, -1.44338], [1.15199, -2.08851, -1.58299], [0.21121, -2.61636, 1.09737], [-0.51042, 4.19172, 0.30105], [-1.17119, 0.39489, 2.59342], [1.83044, -1.85064, -2.20247], [-2.33936, 2.28455, 1.23499], [1.85258, -4.00003, -2.02192], [3.23490, 2.34421, -0.41076], [-0.20205, -3.14543, 0.39577], [1.79831, -3.54308, 0.37983], [3.87611, 3.12251, -0.86767], [1.47809, 0.92220, 1.31874], [2.26414, 2.10594, -2.02233], [-2.05260, -1.79763, -1.88639], [0.67138, -4.94571, 0.10780], [-2.42504, 0.46783, -2.45827], [3.65994, -1.10109, 2.77133], [-3.16943, 0.42779, 0.43956], [1.52612, -1.26957, 1.44527], [-1.47200, 2.32914, 0.09162]],
  "forces_ev_per_angstrom": [[0.1, -1.7, 0.6], [0.6, 0.6, -1.5], [0.4, -0.2, -1.0], [0.3, -0.4, 0.1], [0.0, -0.4, 0.5], [0.8, -0.4, -1.1], [-0.1, -0.1, 0.6], [0.3, 0.1, -0.5], [-2.6, -1.7, 2.0], [-0.1, 0.3, -0.7], [1.7, -1.4, 1.7], [0.0, 0.4, 1.6], [-1.7, -0.7, 1.0], [-0.8, -0.3, 0.6], [0.4, 0.0, -0.6], [-0.2, 0.5, 0.2], [1.3, 0.2, 0.2], [-0.3, 1.0, -0.1], [0.2, -0.1, -0.2], [0.6, 0.4, 0.1], [-0.4, 0.4, 0.3], [-0.5, 0.5, -0.2], [-1.1, -1.0, -1.0], [0.2, 0.2, 0.1], [0.1, 0.2, 0.7], [0.7, 0.3, -1.0], [0.5, 0.4, 0.6], [0.8, -1.2, 2.1], [0.5, -0.7, -0.6], [0.3, 0.3, 0.6], [1.0, 1.4, -0.9], [0.3, -0.1, -0.9], [-0.1, -0.2, 0.6], [-0.5, -0.7, 0.0], [-0.4, 0.2, 1.4], [-0.8, -0.6, 0.1], [-0.1, 0.2, 0.0], [-0.2, -0.7, -0.9], [0.1, -0.7, -1.2], [0.5, 0.0, -0.5], [-0.9, 0.1, -2.0], [-0.5, -0.1, 0.1], [0.7, 0.3, 0.1], [-1.0, 0.8, 1.3], [-0.9, -0.5, -0.6], [-0.5, 0.2, 0.4], [0.3, 0.4, 1.0], [-0.6, 0.2, 0.7], [-1.0, 0.9, -3.4], [0.3, 0.6, -0.7], [1.3, 0.1, -0.4], [-0.1, 0.4, -0.2], [0.7, 0.7, 0.6], [0.0, 0.6, 0.5], [0.2, 0.9, -0.1]],
  "lowdin_charge": [-0.040, -0.184, 0.113, 0.102, 0.124, -0.162, 0.149, 0.092, 0.025, -0.046, -0.251, -0.018, -0.247, -0.249, 1.666, 0.096, -0.056, 0.104, 0.133, 0.129, 0.052, 0.091, -0.425, 0.095, 0.146, 0.121, 0.136, -0.181, -0.682, 0.075, 0.044, 0.125, 0.095, 0.089, 0.111, -0.159, 0.067, 0.113, 0.143, 0.084, -0.161, 0.140, -0.225, -0.094, 0.145, 0.132, -0.219, 0.108, -0.304, 0.146, -0.076, 0.092, 0.146, -0.082, -0.369]
}

Record 2
{
  "formula": "C2H9N2S",
  "method": "ωB97M-V/def2-TZVPD",
  "homo_lumo_gap_ev": 6.3832,
  "charge": -1,
  "total_energy_ev": -16036.0539,
  "lumo_ev": 4.05,
  "relative_energy_kcal_mol": 11.6,
  "largest_force_ev_per_a": 0.9,
  "elements": ["N", "H", "H", "H", "H", "C", "N", "H", "H", "H", "S", "H", "H", "C"],
  "coordinates": [[-0.43380, -0.33542, -1.51262], [-1.86800, 1.59138, 0.80178], [2.13715, 0.08521, -1.62694], [-0.51095, 2.44904, 1.51101], [-0.34045, 0.64463, -1.29706], [0.54381, -0.90832, -2.39239], [1.95331, -0.83827, -1.99999], [-1.88631, 1.91064, 2.50817], [-0.60267, -0.81971, -0.63354], [0.43192, -0.43441, -3.37340], [-0.37846, 0.05826, 2.07065], [2.12347, -1.47055, -1.22813], [0.28850, -1.95762, -2.48700], [-1.21502, 1.63342, 1.69106]],
  "forces_ev_per_angstrom": [[-0.9, -0.2, 0.0], [0.2, -0.2, 0.1], [0.0, 0.1, 0.0], [0.0, 0.1, 0.1], [0.3, 0.0, 0.0], [-0.2, 0.3, 0.4], [0.2, 0.0, -0.2], [0.1, 0.2, 0.1], [0.4, 0.1, 0.0], [0.1, -0.1, 0.0], [0.1, -0.1, -0.1], [-0.1, 0.0, 0.1], [0.0, -0.3, -0.3], [-0.4, -0.1, -0.2]],
  "lowdin_charge": [-0.016, -0.021, 0.049, -0.026, 0.044, -0.403, -0.024, -0.031, -0.003, 0.087, -0.028, 0.049, 0.092, -0.767]
}